1.
{
  "formula": "C32H75N3O8",
  "method": "ωB97M-V/def2-TZVPD",
  "total_charge": 0,
  "e_lumo_ev": 0.550,
  "spin_multiplicity": 1,
  "symbols": ["C", "C", "C", "C", "C", "C", "N", "O", "C", "C", "C", "H", "H", "H", "H", "H", "H", "H", "H", "H", "H", "H", "H", "H", "H", "H", "H", "H", "H", "H", "C", "C", "C", "C", "C", "C", "N", "O", "C", "C", "C", "H", "H", "H", "H", "H", "H", "H", "H", "H", "H", "H", "H", "H", "H", "H", "H", "H", "H", "H", "C", "C", "C", "C", "C", "C", "N", "O", "C", "C", "C", "H", "H", "H", "H", "H", "H", "H", "H", "H", "H", "H", "H", "H", "H", "H", "H", "H", "H", "H", "C", "C", "O", "O", "H", "H", "H", "H", "H", "H", "C", "O", "H", "H", "H", "H", "C", "O", "H", "H", "H", "H", "C", "O", "H", "H", "H", "H"],
  "xyz": [[-3.207429, 1.215776, 0.187916], [-3.208526, 2.662193, 0.816438], [-2.476930, 2.585432, 2.175762], [-1.052271, 2.119602, 2.018860], [-0.340576, 3.123187, 1.105088], [-1.045446, 3.474677, -0.220037], [-2.512439, 3.679091, 0.048347], [-3.207627, 3.829746, -1.200021], [-0.566175, 4.882823, -0.653790], [-0.742725, 2.545210, -1.358142], [-4.657966, 3.103758, 0.908564], [-4.090419, 0.638656, 0.497463], [-2.213015, 0.693352, 0.382086], [-3.245562, 1.395480, -0.888690], [-2.447704, 3.634834, 2.542239], [-3.151606, 2.010943, 2.842509], [-0.904960, 1.167838, 1.582238], [-0.520653, 2.182529, 2.998349], [0.644908, 2.812319, 0.847989], [-0.372497, 4.030352, 1.695108], [0.403730, 4.852016, -1.087093], [-1.250328, 5.162050, -1.451620], [-0.536027, 5.667632, 0.123098], [-1.299405, 2.808458, -2.247655], [0.349333, 2.652843, -1.598693], [-0.847005, 1.470202, -1.210087], [-5.126597, 3.083141, -0.082170], [-4.722833, 4.143184, 1.277888], [-5.296063, 2.474543, 1.536224], [-3.428637, 4.782559, -1.168446], [2.684573, -0.128702, 1.080945], [3.619301, 0.778460, 0.453617], [3.462746, 0.558855, -1.123255], [4.028718, 1.598496, -2.035119], [3.596455, 2.995524, -1.536027], [3.806473, 3.305258, -0.036049], [3.158925, 2.173969, 0.715379], [3.200604, 2.399389, 2.170445], [5.315962, 3.452647, 0.386792], [3.179989, 4.649730, 0.256043], [5.074574, 0.450153, 0.892029], [2.746783, -0.090809, 2.147840], [2.942745, -1.168895, 0.829873], [1.647491, -0.005006, 0.741236], [3.805747, -0.442604, -1.428592], [2.349046, 0.491484, -1.305424], [3.714347, 1.470663, -3.055593], [5.128816, 1.497190, -2.015920], [2.514518, 3.160331, -1.725897], [4.170402, 3.746002, -2.091897], [5.482309, 3.070173, 1.399737], [5.926634, 2.805566, -0.283133], [5.643124, 4.470027, 0.343068], [3.559882, 5.396456, -0.381910], [2.099111, 4.553126, 0.143491], [3.362591, 4.910957, 1.319837], [5.702592, 0.475969, 0.031639], [5.198577, -0.509650, 1.344554], [5.367058, 1.155487, 1.671372], [2.266543, 2.286166, 2.372678], [-3.011799, -4.894505, 2.065909], [-2.996168, -3.345623, 1.888950], [-3.666279, -2.738121, 3.115078], [-2.801493, -2.890789, 4.347891], [-1.480993, -2.241617, 4.132117], [-0.726417, -2.811278, 2.978995], [-1.692318, -2.770034, 1.753754], [-1.025448, -3.145135, 0.604527], [0.479900, -1.927524, 2.634547], [-0.134195, -4.196138, 3.280116], [-3.732933, -2.933317, 0.601589], [-4.008265, -5.376824, 1.893796], [-2.903209, -5.172348, 3.098329], [-2.307481, -5.413055, 1.386502], [-3.729060, -1.698917, 2.874872], [-4.643886, -3.148235, 3.314087], [-2.743365, -3.960767, 4.668875], [-3.339936, -2.382833, 5.161875], [-0.853556, -2.461846, 4.995312], [-1.573548, -1.204821, 3.999689], [1.186653, -1.805917, 3.475104], [1.063576, -2.275293, 1.804744], [-0.011565, -0.960357, 2.368230], [0.073404, -4.687559, 2.326467], [0.779481, -4.174669, 3.991189], [-0.837332, -4.873058, 3.648814], [-4.831330, -3.097198, 0.699027], [-3.414273, -3.545017, -0.271560], [-3.576075, -1.862042, 0.436891], [-0.733774, -4.049860, 0.711022], [1.681533, -0.479705, -4.768349], [0.202283, -0.537149, -5.074201], [-0.219107, -1.868913, -5.338438], [2.464019, -0.690393, -5.948527], [1.916708, -1.185936, -3.956726], [1.912748, 0.547472, -4.353269], [-0.147302, 0.079773, -5.917007], [-0.269338, -0.106573, -4.188423], [-0.169956, -2.348614, -4.514890], [2.401490, -1.633575, -6.147119], [2.250508, -5.154465, -2.035837], [0.939836, -4.992488, -1.575783], [2.907138, -5.724227, -1.371203], [2.397733, -5.687762, -3.002395], [2.787623, -4.236241, -2.222547], [0.577353, -4.183690, -1.918109], [-3.532898, -0.892060, -3.197043], [-2.447851, -1.254106, -2.327220], [-4.479711, -1.409554, -3.035581], [-3.718236, 0.163606, -3.154198], [-3.283945, -1.185673, -4.168709], [-2.746678, -0.999598, -1.443926], [0.579843, -1.214973, -1.489767], [0.210898, -2.254337, -2.335974], [0.210438, -0.244055, -1.918003], [0.227640, -1.360264, -0.434499], [1.616991, -1.157752, -1.605117], [-0.761260, -2.334890, -2.245360]],
  "forces_ev_per_a": [[1.26, 0.53, -0.35], [0.07, -1.58, 0.30], [-1.40, 0.67, -0.04], [0.90, 1.24, 0.56], [-1.59, 0.33, 0.10], [-0.62, 1.18, 0.80], [0.51, -0.20, -0.18], [0.30, 0.97, 0.06], [-0.75, -0.04, 0.06], [1.66, -0.72, -0.74], [-0.64, 0.61, 0.20], [0.47, 0.06, 0.07], [-1.65, 0.33, -0.15], [-0.26, -0.34, -0.12], [-0.06, -0.55, 0.13], [0.73, 0.04, -0.10], [-0.18, -1.34, 0.06], [-0.39, -0.41, -0.56], [1.02, -0.10, 0.04], [0.62, 0.49, -0.01], [0.93, -0.16, -0.40], [0.08, 0.43, -0.10], [-0.37, -0.60, -0.11], [-0.14, 0.11, -0.18], [-0.84, 0.02, 0.10], [-0.37, 0.09, 0.42], [0.22, 0.02, 0.18], [0.03, -0.37, -0.06], [0.40, -0.07, 0.19], [0.00, -0.81, -0.21], [-1.46, -2.11, 0.41], [1.50, 1.21, -2.57], [-1.91, -0.71, 0.58], [0.81, 1.00, 1.36], [0.20, 0.07, -0.08], [1.51, -0.87, 0.73], [-0.34, 0.38, 0.14], [0.26, 0.01, -1.38], [-0.26, -1.77, -0.86], [-1.37, -1.34, 2.05], [-0.87, 0.98, 0.50], [-0.16, 0.18, 0.80], [0.03, 0.21, -0.07], [0.22, 0.29, 0.24], [0.22, 0.15, 0.47], [1.12, 0.50, 0.27], [-0.15, -0.19, -0.45], [-0.25, 0.31, -0.15], [0.54, -0.16, -0.10], [-0.26, 0.09, 0.01], [-0.22, 0.39, -0.19], [-0.09, 0.63, 0.43], [0.25, 0.60, -0.21], [0.50, 0.87, -0.79], [-0.03, 0.28, -0.09], [-0.03, 0.03, -0.64], [0.83, 0.32, -0.41], [-0.33, -0.89, 0.14], [0.25, -0.07, -0.29], [-0.03, 0.13, 0.22], [-0.98, -0.50, -0.86], [-1.26, -1.65, -0.61], [0.87, -0.24, -0.17], [-1.41, -0.38, 0.78], [0.95, -1.63, 0.91], [0.53, -0.65, -1.72], [2.15, 1.16, 2.55], [-0.02, 0.19, -0.76], [-1.25, 1.30, 0.29], [1.11, 0.26, -0.17], [-1.00, -0.74, -0.17], [0.50, 0.81, -0.51], [0.87, -0.13, 0.36], [-0.20, 0.18, 0.54], [-0.44, 1.01, 0.10], [-0.42, -0.17, -0.35], [0.21, 0.81, -0.28], [0.25, -0.13, 0.02], [0.12, 0.46, 0.31], [-0.25, 1.59, -0.06], [-0.59, 0.01, -0.12], [0.03, -0.33, -0.52], [0.92, -0.30, 0.11], [0.94, 0.13, 0.03], [-1.44, 0.08, -1.43], [-1.24, -0.90, 1.26], [0.66, 0.06, 0.10], [-0.01, 0.64, 0.54], [0.08, -0.19, -0.13], [0.25, -0.75, -0.13], [0.19, 1.31, -0.36], [-0.26, 0.02, 0.46], [-0.15, 0.38, -0.53], [0.09, -0.20, 0.70], [-0.01, -0.03, -0.34], [-0.04, -0.94, -0.66], [0.64, -0.23, 0.11], [-0.50, -0.20, 0.21], [0.11, -0.20, 0.55], [-0.04, 0.18, -0.09], [1.33, -0.53, -1.05], [0.31, -1.11, 0.48], [-0.60, 0.05, 0.52], [-0.87, 0.04, 0.28], [-0.08, 0.78, 0.23], [-0.08, 0.92, -0.33], [-0.15, -0.27, 0.82], [-0.91, 0.10, 0.09], [0.04, -0.19, 0.73], [-0.03, 0.66, -0.05], [0.82, -0.18, -1.56], [0.32, -0.15, 0.05], [-1.30, 1.30, 0.19], [-1.50, -1.42, -0.37], [0.00, -0.60, 0.62], [0.45, 0.13, -0.89], [1.56, -0.07, 0.55], [0.33, 0.10, -0.26]]
}



2.
{
  "formula": "C21H28N3O2Zr",
  "method": "ωB97M-V/def2-TZVPD",
  "total_charge": 1,
  "e_lumo_ev": -3.945,
  "spin_multiplicity": 1,
  "symbols": ["O", "C", "C", "H", "H", "C", "H", "H", "C", "H", "H", "H", "C", "H", "H", "H", "Zr", "C", "C", "C", "H", "C", "C", "H", "H", "H", "H", "C", "C", "C", "H", "C", "C", "H", "H", "H", "H", "O", "C", "C", "H", "H", "C", "H", "H", "C", "H", "H", "H", "H", "N", "C", "N", "C", "N"],
  "xyz": [[0.494917, 0.268993, -4.903402], [0.308209, 1.569664, -5.542870], [0.065384, 0.982493, -6.934701], [1.217461, 2.183106, -5.482364], [-0.565246, 2.092860, -5.131403], [0.287868, -0.370250, -6.199542], [0.833643, 1.237496, -7.669160], [-0.949673, 1.133363, -7.311116], [1.521661, -1.114444, -6.675816], [2.400135, -0.461046, -6.711529], [1.349853, -1.512602, -7.683699], [1.726664, -1.959393, -6.010329], [-0.935356, -1.266071, -6.183998], [-1.826624, -0.715805, -5.863489], [-0.765890, -2.107324, -5.503414], [-1.117464, -1.669461, -7.187496], [0.096700, 0.144976, 3.175539], [-1.960276, -0.545514, 4.299093], [-1.812414, 0.855788, 4.483333], [-1.904924, 1.491147, 3.209635], [-1.770482, 1.376077, 5.439846], [-2.230858, 0.481873, 2.250313], [-2.250534, -0.774616, 2.915619], [-2.620381, -1.700551, 2.483901], [-2.038700, -1.280694, 5.093920], [-1.821798, 2.556897, 3.017614], [-2.588204, 0.665818, 1.241463], [1.070644, -1.567775, 4.593374], [0.245691, -2.287177, 3.683963], [0.772097, -2.125071, 2.372974], [-0.550125, -2.966829, 3.971991], [1.930260, -1.283456, 2.465856], [2.119203, -0.944698, 3.845227], [2.922531, -0.319640, 4.216958], [0.956921, -1.619464, 5.676877], [0.464446, -2.686034, 1.498436], [2.608694, -1.038035, 1.655134], [0.248135, 0.554227, 0.978543], [-0.111028, -0.359248, -0.171602], [-0.392180, 0.563064, -1.343460], [-0.962194, -0.985447, 0.115878], [0.756111, -0.999947, -0.357618], [0.510050, 1.761938, -1.076545], [-1.441663, 0.873401, -1.312512], [-0.201858, 0.102020, -2.315722], [0.458937, 1.928535, 0.433442], [0.189979, 2.661160, -1.605992], [1.530235, 1.526137, -1.393991], [-0.401501, 2.535305, 0.734818], [1.372923, 2.336031, 0.873790], [0.765137, 1.186675, 4.986757], [0.788595, 1.100485, 6.183893], [0.821151, 1.070841, 7.433734], [0.379834, 0.119900, 8.236320], [0.005329, -0.699687, 9.003505]],
  "forces_ev_per_a": [[-0.15, 0.63, -0.70], [0.05, 0.36, 0.26], [0.12, -0.32, 0.75], [-0.29, -0.06, 0.23], [0.33, 0.01, 0.09], [-0.14, -0.39, -0.92], [-0.30, -0.09, 0.04], [0.29, -0.04, -0.09], [0.01, -0.14, 0.12], [-0.16, -0.09, 0.08], [0.01, 0.10, 0.18], [0.07, 0.09, -0.07], [0.05, -0.11, 0.08], [0.15, -0.08, -0.01], [-0.10, 0.07, -0.05], [0.02, 0.08, 0.18], [-0.94, -0.68, 0.58], [-0.64, 0.82, 0.03], [-1.06, 0.00, 0.00], [-0.44, -0.26, 0.11], [0.33, -0.28, -0.42], [-0.51, -0.27, 0.85], [-0.21, 0.97, -0.27], [0.47, 0.10, 0.06], [0.22, 0.17, -0.19], [-0.14, -0.20, 0.11], [0.54, -0.10, 0.05], [0.26, -0.62, -0.37], [1.09, -0.24, -0.02], [0.54, 0.29, 0.49], [0.03, 0.36, -0.14], [0.19, -0.75, 0.95], [0.20, -0.87, -0.82], [-0.21, -0.16, 0.08], [0.02, 0.35, -0.39], [-0.19, 0.36, 0.07], [-0.24, 0.12, 0.14], [0.20, 0.38, -1.36], [0.34, 0.11, 0.21], [-0.41, 0.17, 0.31], [0.19, 0.29, 0.16], [-0.04, 0.15, 0.16], [0.46, -0.14, -0.04], [0.06, -0.02, -0.07], [0.05, -0.03, 0.14], [-0.36, -0.25, 0.12], [0.02, -0.08, 0.14], [-0.07, 0.09, 0.03], [0.08, -0.10, 0.06], [-0.10, -0.15, -0.04], [0.29, 0.29, 0.92], [-0.07, -0.05, -0.88], [0.07, 0.35, -0.85], [-0.99, -2.32, 2.13], [0.99, 2.19, -2.16]]
}



Max |F|: 3.5 3.3 (eV/Å)
Gap between HOMO and LUMO: 9.30 7.59 (eV)
Energy relative to the best compared isomer or geometry (same formula, charge and spin): 4.4 0.0 (kcal/mol)